Record 1
{"formula": "C12H16ClP", "method": "ωB97M-V with the def2-TZVPD basis set", "energy_ev": -34513.3360, "e_lumo_ev": 0.3, "charge": 0, "gap_ev": 8.8, "homo_energy_ha": -0.313, "species": ["C", "C", "C", "C", "C", "C", "C", "C", "C", "C", "C", "C", "P", "Cl", "H", "H", "H", "H", "H", "H", "H", "H", "H", "H", "H", "H", "H", "H", "H", "H"], "coordinates": [[5.07, -0.54, 0.32], [4.70, -0.32, -0.99], [4.10, -0.77, 1.28], [3.36, -0.34, -1.35], [2.76, -0.80, 0.93], [2.38, -0.59, -0.39], [0.96, -0.61, -0.80], [0.01, -1.18, -0.11], [-2.56, 1.58, -1.11], [-4.41, 0.53, 0.21], [-2.14, 0.82, 1.25], [-2.90, 0.54, -0.04], [-2.43, -1.12, -0.82], [-3.03, -2.38, 0.62], [6.11, -0.51, 0.60], [5.45, -0.13, -1.74], [4.38, -0.93, 2.31], [3.07, -0.18, -2.37], [2.01, -0.96, 1.69], [0.75, -0.13, -1.74], [0.03, -1.73, 0.81], [-3.16, 1.41, -2.01], [-2.76, 2.58, -0.74], [-1.51, 1.52, -1.38], [-4.95, 0.17, -0.66], [-4.75, 1.53, 0.46], [-4.65, -0.13, 1.05], [-1.09, 1.01, 1.04], [-2.56, 1.69, 1.75], [-2.21, -0.03, 1.93]]}

Record 2
{"formula": "C31H34AsClIN4O7SSi2W", "method": "ωB97M-V with the def2-TZVPD basis set", "energy_ev": -162875.9748, "e_lumo_ev": [1.8, 1.6], "multiplicity": 3, "charge": -1, "gap_ev": [6.2, 6.2], "homo_energy_ha": [-0.163, -0.169], "s_squared": 2.02, "species": ["W", "C", "O", "C", "C", "C", "C", "C", "C", "N", "N", "C", "C", "C", "C", "O", "C", "N", "C", "C", "C", "C", "H", "H", "H", "H", "H", "H", "H", "H", "H", "H", "H", "H", "Cl", "C", "C", "C", "I", "C", "O", "C", "N", "C", "C", "C", "C", "H", "H", "H", "H", "C", "Si", "C", "C", "As", "Si", "C", "C", "C", "H", "H", "H", "H", "H", "H", "H", "H", "H", "H", "H", "H", "H", "H", "H", "H", "H", "H", "O", "S", "O", "O", "O"], "coordinates": [[1.10, 0.09, -0.46], [1.81, 3.73, 5.01], [0.61, 3.66, 5.77], [-0.55, 3.71, 5.07], [-0.62, 3.93, 3.70], [-1.85, 3.91, 3.07], [-3.01, 3.65, 3.78], [-2.95, 3.50, 5.16], [-1.73, 3.52, 5.80], [-4.30, 3.56, 3.13], [-4.45, 2.73, 2.22], [-3.36, 1.82, 1.93], [-2.97, 0.86, 2.83], [-1.84, 0.06, 2.63], [-1.04, 0.26, 1.52], [0.11, -0.33, 1.29], [-1.49, 1.21, 0.55], [-0.65, 1.37, -0.51], [-0.92, 2.29, -1.42], [-2.07, 3.09, -1.33], [-2.93, 2.95, -0.28], [-2.64, 1.98, 0.72], [2.62, 3.58, 5.72], [1.92, 4.71, 4.54], [1.84, 2.97, 4.24], [0.27, 4.07, 3.10], [-1.89, 4.07, 2.00], [-3.86, 3.34, 5.72], [-1.65, 3.37, 6.87], [-3.54, 0.75, 3.75], [-1.54, -0.66, 3.37], [-0.20, 2.40, -2.22], [-2.25, 3.82, -2.10], [-3.81, 3.57, -0.18], [7.55, -1.76, -2.23], [5.90, -1.19, -2.27], [5.49, -0.35, -3.27], [4.16, 0.12, -3.33], [3.57, 1.36, -4.89], [3.22, -0.25, -2.40], [1.97, 0.10, -2.38], [3.68, -1.11, -1.34], [2.74, -1.39, -0.40], [3.02, -2.21, 0.58], [4.29, -2.81, 0.70], [5.27, -2.48, -0.20], [4.99, -1.60, -1.26], [6.20, -0.04, -4.03], [2.24, -2.38, 1.31], [4.48, -3.49, 1.51], [6.27, -2.90, -0.10], [-0.50, -2.98, -4.77], [0.24, -3.31, -3.07], [-0.21, -5.07, -2.56], [2.10, -3.32, -3.31], [-0.42, -1.80, -1.45], [-2.73, -1.84, -1.27], [-3.53, -0.23, -1.86], [-3.30, -2.19, 0.49], [-3.46, -3.20, -2.35], [-0.19, -3.76, -5.47], [-0.15, -2.02, -5.14], [-1.59, -2.96, -4.74], [0.17, -5.78, -3.30], [-1.29, -5.21, -2.48], [0.23, -5.31, -1.59], [2.34, -4.07, -4.08], [2.64, -3.58, -2.40], [2.46, -2.36, -3.67], [-2.79, 0.57, -1.96], [-4.31, 0.11, -1.18], [-3.98, -0.37, -2.85], [-2.49, -2.60, 1.09], [-4.12, -2.91, 0.48], [-3.66, -1.28, 0.98], [-3.30, -3.00, -3.41], [-4.54, -3.24, -2.17], [-3.05, -4.18, -2.12], [3.80, 2.76, 0.66], [2.47, 2.22, 0.69], [2.47, 0.73, 1.06], [1.90, 2.04, -0.73], [1.53, 2.94, 1.52]]}